[1]
ORCA calculation (ωB97M-V/def2-TZVPD) on a 2-piece molecular cluster, CH2Cl2O3S overall.

Summary:
Total charge: 0
ΔE to the lowest compared entry with this formula, charge and spin (kJ/mol): 147.0
Energy (eV): -43087.409
LUMO energy (eV): -0.016
HOMO level (hartree): -0.379

Cartesian coordinates (Å):
1 C 0.391 1.331 -0.381
2 O -3.563 -0.835 0.063
3 O -4.471 1.124 1.133
4 O -2.282 1.413 -0.848
5 S -4.233 0.408 -0.085
6 Cl 1.348 1.158 0.992
7 Cl -1.217 0.555 -0.080
8 H 0.363 2.365 -0.530
9 H 0.702 0.965 -1.384

Atomic partial charges in e from the Mulliken method, atoms 1 to 5:
1. C -0.29
2. O -0.48
3. O -0.41
4. O -0.53
5. S 0.77

***

[2]
ORCA calculation (ωB97M-V/def2-TZVPD) on C13H26F3O5S4SiSn as an isolated structure.

Summary:
Total charge: -1
ΔE to the lowest compared entry with this formula, charge and spin (kJ/mol): 4.7
Energy (eV): -89347.800
LUMO energy (eV): 2.188
HOMO level (hartree): -0.179

Cartesian coordinates (Å):
1 Sn 0.386 -0.640 -1.412
2 C 2.771 3.398 1.411
3 C 1.310 3.467 1.868
4 S 0.163 2.950 0.568
5 C -1.008 1.886 1.446
6 C -0.478 0.848 2.432
7 S 0.879 -0.235 1.891
8 C 2.285 0.363 2.882
9 C 3.530 0.750 2.080
10 S 3.331 1.850 0.666
11 H 3.431 3.668 2.240
12 H 2.936 4.134 0.621
13 H 1.089 4.491 2.175
14 H 1.152 2.833 2.734
15 H -1.524 1.365 0.642
16 H -1.755 2.488 1.967
17 H -1.316 0.183 2.649
18 H -0.172 1.304 3.374
19 H 2.567 -0.444 3.562
20 H 1.950 1.189 3.504
21 H 3.957 -0.148 1.628
22 H 4.281 1.152 2.765
23 F 0.517 -0.291 -6.551
24 C -0.305 -0.485 -5.513
25 F -0.393 0.668 -4.835
26 F -1.520 -0.772 -5.997
27 S 0.313 -1.838 -4.427
28 O 0.256 -3.000 -5.265
29 O 1.615 -1.361 -4.001
30 O -0.674 -1.820 -3.322
31 C -3.368 -1.231 -1.365
32 C -2.617 -0.992 -0.069
33 O -3.215 -0.813 0.983
34 O -1.317 -0.973 -0.139
35 H -4.104 -0.437 -1.496
36 H -3.911 -2.173 -1.283
37 H -2.702 -1.280 -2.222
38 C -0.402 -3.638 1.622
39 Si 0.088 -3.939 -0.165
40 C -1.475 -4.195 -1.186
41 C 1.038 -5.571 -0.178
42 C 1.188 -2.608 -0.841
43 H -1.015 -4.470 1.985
44 H -0.980 -2.718 1.721
45 H 0.477 -3.558 2.268
46 H -1.533 -5.222 -1.555
47 H -1.503 -3.526 -2.046
48 H -2.366 -4.013 -0.578
49 H 0.433 -6.385 0.232
50 H 1.955 -5.499 0.415
51 H 1.320 -5.841 -1.200
52 H 1.693 -2.961 -1.748
53 H 1.981 -2.400 -0.108

Atomic partial charges in e from the Mulliken method, atoms 1 to 5:
1. Sn 0.73
2. C -0.87
3. C -0.44
4. S -0.11
5. C -0.11

***

[3]
ORCA calculation (ωB97M-V/def2-TZVPD) on a 5-piece molecular cluster, C3H16O4S overall.

Summary:
Total charge: 0
ΔE to the lowest compared entry with this formula, charge and spin (kJ/mol): 181.5
SMILES: CCSC.O.O.O.O
Energy (eV): -22394.748
LUMO energy (eV): 0.309
HOMO level (hartree): -0.302

Cartesian coordinates (Å):
1 C 0.303 -3.096 -1.545
2 C 0.516 -1.775 -0.858
3 S -0.851 -1.772 0.554
4 C -1.508 -0.100 0.246
5 H 0.365 -3.848 -0.680
6 H -0.773 -3.164 -1.971
7 H 0.993 -3.359 -2.313
8 H 1.398 -1.508 -0.384
9 H 0.154 -0.845 -1.367
10 H -2.445 0.122 0.549
11 H -1.555 -0.028 -0.883
12 H -0.761 0.695 0.636
13 H 0.504 3.062 -0.608
14 H 0.234 3.871 0.659
15 O 0.803 3.179 0.336
16 H 0.082 -1.567 4.298
17 H -0.194 -1.131 2.956
18 O 0.544 -1.336 3.498
19 H -0.196 3.621 -3.397
20 H -1.448 3.901 -2.509
21 O -0.598 3.395 -2.525
22 H 1.334 -0.040 2.206
23 H 1.473 1.348 1.703
24 O 1.624 0.378 1.400

Atomic partial charges in e from the Mulliken method, atoms 1 to 5:
1. C -0.88
2. C -0.38
3. S -0.19
4. C -0.74
5. H 0.22

***

[4]
ORCA calculation (ωB97M-V/def2-TZVPD) on C12H25N5OS4Zr as an isolated structure.

Summary:
Total charge: +2
ΔE to the lowest compared entry with this formula, charge and spin (kJ/mol): 149.5
Energy (eV): -66957.118
LUMO energy (eV): -7.301
HOMO level (hartree): -0.479

Cartesian coordinates (Å):
1 Zr -0.464 0.888 0.891
2 O -4.747 1.646 6.399
3 C -3.994 1.493 5.502
4 S -4.125 0.173 4.308
5 C -2.760 0.662 3.326
6 C -2.046 1.742 3.743
7 S -0.629 2.327 2.935
8 S -2.595 2.560 5.191
9 S -2.417 -0.268 1.896
10 N -0.542 2.920 -0.106
11 C 0.921 3.122 0.094
12 C 1.733 1.975 -0.559
13 C 2.895 1.462 0.318
14 C 2.605 0.110 0.975
15 N 1.460 0.200 1.916
16 H -0.801 3.156 -1.076
17 H -1.032 3.608 0.488
18 H 1.104 3.150 1.182
19 H 1.247 4.087 -0.316
20 H 2.134 2.329 -1.513
21 H 1.068 1.116 -0.792
22 H 3.161 2.202 1.079
23 H 3.784 1.334 -0.301
24 H 3.513 -0.230 1.487
25 H 2.355 -0.634 0.207
26 H 1.708 0.862 2.670
27 H 1.342 -0.712 2.380
28 C 0.574 -1.222 -3.701
29 N -0.211 -0.854 -2.539
30 C -0.951 0.385 -2.683
31 C -0.251 -1.577 -1.396
32 N -0.340 -0.926 -0.229
33 N -0.133 -2.914 -1.421
34 C 0.188 -3.617 -0.193
35 C -0.612 -3.763 -2.499
36 H 1.319 -0.441 -3.877
37 H -0.045 -1.301 -4.595
38 H 1.097 -2.157 -3.534
39 H -1.662 0.277 -3.511
40 H -0.277 1.211 -2.947
41 H -1.523 0.609 -1.761
42 H -0.639 -1.578 0.505
43 H -0.702 -3.822 0.410
44 H 0.902 -3.038 0.396
45 H 0.645 -4.570 -0.447
46 H -1.102 -3.179 -3.271
47 H -1.351 -4.454 -2.092
48 H 0.198 -4.350 -2.938

Atomic partial charges in e from the Mulliken method, atoms 1 to 5:
1. Zr 0.72
2. O -0.45
3. C 0.59
4. S -0.09
5. C 0.20

***

[5]
ORCA calculation (ωB97M-V/def2-TZVPD) on one molecule with the formula C4H7NOSi.

Summary:
Total charge: 0
ΔE to the lowest compared entry with this formula, charge and spin (kJ/mol): 545.0
Energy (eV): -15671.899
LUMO energy (spin up / spin down) (eV): 0.292 / 0.293
HOMO level (spin up / spin down) (hartree): -0.258 / -0.258

Cartesian coordinates (Å):
1 C -2.169 -0.712 0.001
2 C -0.875 -1.315 0.075
3 C -2.311 0.534 0.411
4 C 0.140 -0.616 0.565
5 N -1.285 1.248 0.746
6 O 1.385 -0.493 0.824
7 Si 2.661 0.296 0.068
8 H -2.925 -1.277 -0.527
9 H -1.003 -2.388 -0.048
10 H -3.429 0.780 0.239
11 H -1.407 1.972 1.458
12 H 2.646 1.819 0.491
13 H 3.662 -0.401 0.937
14 H 2.589 -0.281 -1.383

Atomic partial charges in e from the Mulliken method, atoms 1 to 5:
1. C -0.55
2. C -0.42
3. C 0.14
4. C 0.42
5. N -0.58

***

[6]
ORCA calculation (ωB97M-V/def2-TZVPD) on C22H33Br12NO3 as an isolated structure.

Summary:
Total charge: 0
Energy (eV): -871490.257
LUMO energy (eV): 0.157
HOMO level (hartree): -0.296

Cartesian coordinates (Å):
1 C -5.611 -2.572 2.363
2 C -4.565 -1.854 1.500
3 O -3.320 -1.960 2.193
4 C -2.209 -2.055 1.415
5 C -1.090 -2.614 2.024
6 C 0.119 -2.764 1.363
7 C 0.190 -2.344 0.047
8 C -0.908 -1.759 -0.587
9 C -2.097 -1.604 0.100
10 C -0.561 -1.378 -2.015
11 O -1.140 -0.727 -2.811
12 N 0.706 -2.133 -2.184
13 C 1.335 -2.383 -0.938
14 O 2.497 -2.541 -0.733
15 H -5.781 -2.064 3.308
16 H -6.515 -2.686 1.762
17 H -5.229 -3.583 2.519
18 H -4.853 -0.800 1.458
19 H -4.565 -2.348 0.529
20 H -1.165 -2.939 3.055
21 H 0.990 -3.190 1.844
22 H -2.936 -1.134 -0.400
23 H 0.467 -3.043 -2.593
24 Br 2.659 3.639 -3.282
25 C 3.643 1.959 -3.164
26 C 2.818 0.806 -3.664
27 Br 1.465 0.239 -2.384
28 H 3.949 1.846 -2.128
29 H 4.531 2.106 -3.785
30 H 3.445 -0.070 -3.808
31 H 2.292 1.031 -4.587
32 Br 0.435 1.484 5.712
33 C -0.622 2.138 4.216
34 C -1.282 1.012 3.469
35 Br -0.017 0.065 2.331
36 H 0.046 2.719 3.585
37 H -1.370 2.792 4.662
38 H -2.038 1.399 2.790
39 H -1.729 0.271 4.125
40 Br 6.751 2.199 -4.511
41 C 7.888 0.615 -4.408
42 C 7.186 -0.637 -4.856
43 Br 5.967 -1.304 -3.494
44 H 8.242 0.553 -3.384
45 H 8.725 0.836 -5.067
46 H 7.905 -1.438 -5.007
47 H 6.606 -0.495 -5.762
48 Br 2.055 5.652 5.477
49 C 1.774 6.506 3.753
50 C 0.788 5.737 2.915
51 Br 1.592 4.140 2.151
52 H 2.747 6.598 3.281
53 H 1.388 7.497 3.982
54 H 0.466 6.330 2.062
55 H -0.081 5.414 3.480
56 Br -4.336 0.967 4.282
57 C -6.139 1.597 4.667
58 C -6.661 1.030 5.960
59 Br -7.209 -0.826 5.761
60 H -6.753 1.336 3.811
61 H -6.054 2.679 4.734
62 H -7.558 1.560 6.273
63 H -5.927 1.057 6.759
64 Br 0.892 -1.647 -6.763
65 C 1.695 -3.389 -6.444
66 C 0.649 -4.458 -6.262
67 Br -0.168 -4.351 -4.501
68 H 2.342 -3.283 -5.579
69 H 2.298 -3.594 -7.326
70 H 1.102 -5.446 -6.309
71 H -0.156 -4.396 -6.987

Atomic partial charges in e from the Mulliken method, atoms 1 to 5:
1. C -1.21
2. C -0.43
3. O -0.27
4. C 0.34
5. C -0.20